[1]
ORCA calculation (wB97M-V/def2-TZVPD) on a 6-piece molecular cluster, C26H46Br12O2 overall.

Geometry (Å):
C  7.945414  0.291797  3.373639
C  7.049554  0.153872  2.270961
C  6.105799  -0.422228  1.016148
O  4.697986  -0.400783  1.530672
C  3.897198  -1.027709  0.462725
O  3.848028  -0.415149  -0.734590
C  3.094407  -2.467328  0.673750
C  1.507579  -2.087113  0.832476
C  0.792793  -2.654387  2.199593
C  1.118137  -4.265822  2.334429
C  -0.844174  -2.381423  1.994913
C  -1.541184  -1.617812  3.266842
C  -1.671754  0.018291  3.097680
C  -1.712939  0.736010  1.773850
C  -0.275314  1.304132  1.185016
C  -3.066441  0.954136  0.862599
H  8.520860  0.189806  4.412132
H  6.357415  -1.566451  0.797153
H  6.249469  0.246324  0.065321
H  3.191347  -3.059759  -0.357931
H  3.536653  -3.128274  1.534280
H  1.412040  -0.906050  0.856825
H  0.928808  -2.505102  -0.109545
H  1.169287  -2.068783  3.166841
H  1.582128  -4.732102  1.349804
H  0.129201  -4.886395  2.542239
H  1.850930  -4.530835  3.227266
H  -0.999325  -1.839913  0.955502
H  -1.369679  -3.442024  1.894589
H  -2.653250  -2.044270  3.340242
H  -1.028109  -1.926764  4.290654
H  -1.749922  0.729625  4.053244
H  -0.026504  0.615972  0.244303
H  -0.329259  2.400785  0.768705
H  0.572832  1.157602  2.000832
H  -4.005262  1.313563  1.474353
H  -2.836367  1.652625  -0.068100
H  -3.348212  -0.124613  0.436761
Br  0.420732  -4.717679  -1.499728
C  -0.667551  -4.313843  -3.066938
C  -1.101744  -2.866585  -3.073471
Br  -2.560274  -2.561415  -1.815104
H  -1.504144  -5.018050  -3.064996
H  -0.021767  -4.526329  -3.923632
H  -1.507176  -2.589945  -4.050617
H  -0.300167  -2.171767  -2.807395
Br  -1.700839  4.012169  3.239794
C  -1.701554  5.779664  2.415447
C  -2.602856  5.817761  1.203291
Br  -1.760873  4.955029  -0.329904
H  -0.660563  6.027587  2.190341
H  -2.071339  6.455154  3.192032
H  -2.780120  6.849307  0.886729
H  -3.563948  5.320326  1.361258
Br  -5.900839  -2.576720  -0.682428
C  -5.901554  -0.809225  -1.506775
C  -6.802856  -0.771128  -2.718932
Br  -5.960873  -1.633860  -4.252126
H  -4.860563  -0.561302  -1.731881
H  -6.271339  -0.133735  -0.730190
H  -6.980120  0.260418  -3.035493
H  -7.763948  -1.268562  -2.560964
Br  -8.670892  2.330962  -2.458473
C  -8.132479  3.989342  -3.332242
C  -6.652564  3.991753  -3.637146
Br  -5.601484  4.338847  -2.031318
H  -8.442481  4.809788  -2.679119
H  -8.716394  4.026143  -4.256255
H  -6.401292  4.805927  -4.322495
H  -6.294002  3.046854  -4.055108
Br  6.999039  2.418640  4.073676
C  7.841915  4.140368  4.432565
C  7.330004  5.206792  3.492455
Br  8.131044  5.031576  1.722833
H  8.922638  3.986716  4.367515
H  7.574852  4.377411  5.466295
H  7.624106  6.200949  3.840126
H  6.245250  5.180456  3.355673
Br  2.499039  -6.412129  -4.849401
C  3.341915  -4.690401  -4.490512
C  2.830004  -3.623977  -5.430622
Br  3.631044  -3.799193  -7.200244
H  4.422638  -4.844053  -4.555562
H  3.074852  -4.453359  -3.456781
H  3.124106  -2.629820  -5.082951
H  1.745250  -3.650313  -5.567404

Forces on the atoms, in the same order (eV/Å):
-5.9232 -3.1938 -7.4111
5.5372 -0.9634 6.6315
1.3551 0.1741 1.3044
-0.1829 -1.8407 -2.9877
0.1632 2.4310 -5.2879
0.3046 -3.8093 7.4271
0.2159 0.7283 -0.7131
-0.2092 0.5779 0.6095
-0.2619 -0.1470 -0.7205
-0.2385 -0.7428 0.4008
0.3393 -0.6746 0.1734
-2.6860 0.1112 -0.2453
0.3467 0.4214 -1.0513
0.2535 0.0108 0.7710
-0.9821 0.6833 0.4049
0.9136 -2.1373 -0.8369
-1.5427 0.3042 -3.1438
-0.1910 2.6195 0.4949
-0.4097 -1.2974 1.9949
0.1213 1.4649 2.2978
-0.8809 1.5664 -1.5483
0.1041 -2.5277 -0.2046
1.1963 0.9706 2.1096
-0.7270 -1.2591 -2.1931
-0.9162 1.1226 1.9507
2.0155 1.3879 -0.4076
-1.4235 0.7159 -1.8951
0.1166 -0.8423 2.3183
1.1014 2.2397 0.1701
2.2391 0.5078 -0.0567
-0.9256 1.0140 -2.2230
1.9326 -1.6649 -1.9103
-0.6480 1.2085 2.0955
0.2208 -1.9623 0.8874
-1.8379 0.4005 -1.7625
2.2470 -0.5442 -1.0408
-0.4894 -1.4042 2.1043
0.2944 2.1557 0.6350
-0.1280 -0.1659 -0.1422
0.2087 -0.0358 -0.1359
-0.2132 0.1674 -0.0384
0.2122 -0.0387 -0.0354
0.1691 0.2561 0.0307
-0.1089 0.0256 0.1150
0.0866 -0.1164 0.1304
-0.1140 -0.2531 -0.0633
0.0574 0.0901 -0.1018
-0.0862 -0.0220 0.3088
0.0313 0.1688 -0.1942
-0.1216 -0.0267 0.0685
-0.3015 -0.0725 -0.0554
0.0158 -0.0804 -0.1966
0.0611 -0.1583 0.1029
0.2960 0.0821 0.0572
0.0256 0.0947 0.0014
-0.1377 0.0437 0.2176
0.1056 0.1709 -0.1759
-0.0838 -0.0403 0.0378
-0.2654 -0.0713 -0.0465
0.0172 -0.0723 -0.1847
0.0939 -0.2664 0.1433
0.2820 0.0936 0.0366
-0.0809 0.2307 0.0652
-0.1713 -0.0892 -0.1868
0.1477 0.2225 0.0292
0.0139 -0.1348 -0.0908
0.1880 -0.2122 -0.1456
0.1547 -0.0108 0.1372
-0.1179 -0.1388 0.1075
-0.1829 0.2131 0.1190
-0.2427 2.0092 0.5449
-0.4178 0.0883 0.5553
0.1646 0.2537 -0.0293
-0.1191 -0.0261 0.0502
-0.2781 0.0797 -0.0956
0.0957 0.1690 -0.1828
-0.0377 -0.1868 -0.0346
0.2909 -0.0925 0.0785
0.0789 0.0847 0.0045
-0.1334 -0.0828 0.2324
0.2016 0.2215 -0.0774
-0.1436 -0.0090 0.0696
-0.2926 0.1045 -0.0872
-0.0080 0.0167 -0.1676
-0.0314 -0.1995 0.0151
0.2766 -0.0892 0.0679

Results
Frontier orbital gap: 6.257 eV
E_tot: -32056.354224 Ha
Total charge: 0


[2]
ORCA calculation (wB97M-V/def2-TZVPD) on a 5-piece molecular cluster, C26H46Br3F3N4O7 overall.

Geometry (Å):
C  -1.364872  -2.559981  1.083515
C  -1.328153  -1.180820  0.450762
Br  -3.216673  -0.692877  0.091239
C  -0.591551  -1.036305  -0.907683
Br  -0.714324  -2.721104  -1.883944
C  0.852946  -0.454755  -0.715382
C  0.781069  1.067205  -0.778380
C  -0.247973  1.745950  0.141360
C  0.022645  3.225999  0.252777
F  1.061254  3.731109  -0.458493
C  -0.696186  4.056533  1.051290
F  -0.187309  4.743581  2.057462
F  -1.996865  4.243600  0.889603
O  1.308194  -1.024829  0.531159
C  1.921366  -2.204411  0.220067
O  2.084798  -3.108992  0.976323
O  2.312230  -2.205879  -1.065050
C  1.974161  -0.925043  -1.654796
C  1.625052  -0.993462  -3.144454
C  3.311962  -0.143472  -1.584500
C  3.859746  0.271790  -0.201582
C  4.879859  -0.683214  0.392639
Br  4.842542  1.975950  -0.497562
H  -2.119670  -3.203348  0.644233
H  -1.638466  -2.432733  2.132185
H  -0.398722  -3.059558  1.071228
H  -0.990445  -0.448446  1.169130
H  -1.162602  -0.327391  -1.496737
H  1.740139  1.542377  -0.604234
H  0.511853  1.300432  -1.811880
H  -1.263741  1.569596  -0.223358
H  -0.139946  1.339987  1.146076
H  2.152901  -0.225199  -3.701164
H  0.562534  -0.858736  -3.323558
H  1.881579  -1.972095  -3.543398
H  4.060097  -0.800662  -2.030330
H  3.275612  0.743121  -2.210514
H  3.104663  0.538305  0.524112
H  5.763676  -0.743181  -0.239279
H  4.461992  -1.676948  0.557795
H  5.170073  -0.304132  1.368015
C  -0.997590  -8.120018  -2.146389
N  -1.275854  -7.225018  -3.250377
C  -1.653449  -7.778383  -4.539975
C  -1.196807  -5.887182  -3.124435
O  -1.419259  -5.092004  -4.017469
H  -0.167074  -8.783516  -2.395807
H  -1.876103  -8.727409  -1.919412
H  -0.731879  -7.544336  -1.262138
H  -0.940327  -7.470249  -5.304896
H  -2.638905  -7.414429  -4.831462
H  -1.671293  -8.863454  -4.475940
H  -0.903925  -5.566297  -2.109785
C  -7.035868  3.785275  1.035927
N  -6.176978  3.038815  1.930527
C  -4.735432  3.117660  1.765428
C  -6.667042  2.265528  2.920700
O  -5.985088  1.624018  3.694130
H  -6.876511  3.468160  0.003061
H  -6.825658  4.854413  1.110610
H  -8.078440  3.615119  1.296717
H  -4.328525  2.123937  1.574442
H  -4.277187  3.502542  2.677338
H  -4.500340  3.775654  0.933292
H  -7.769822  2.268871  2.966858
C  5.216272  -4.059263  5.517532
N  4.951061  -3.206943  4.377776
C  4.607152  -3.814033  3.100904
C  5.012768  -1.866674  4.459554
O  4.800438  -1.103141  3.535475
H  6.059116  -4.721172  5.307988
H  4.339986  -4.669063  5.746514
H  5.456614  -3.451234  6.387347
H  5.335650  -3.526290  2.341400
H  3.625673  -3.477723  2.772279
H  4.602584  -4.896149  3.206206
H  5.283407  -1.507580  5.467200
C  -0.957701  7.312091  -0.434586
N  -1.305726  8.085264  -1.608146
C  -1.888802  7.410793  -2.754872
C  -1.107965  9.417527  -1.678560
O  -1.385392  10.103980  -2.640989
H  -0.222804  6.545833  -0.695440
H  -1.848390  6.824454  -0.032210
H  -0.534913  7.961344  0.329236
H  -1.259750  7.550820  -3.634249
H  -2.872991  7.825210  -2.975353
H  -1.981082  6.348725  -2.539761
H  -0.661294  9.837565  -0.760880

Forces on the atoms, in the same order (eV/Å):
0.0448 0.0901 0.7465
-0.5137 -0.4470 -0.6338
0.0545 0.1786 0.1716
0.2274 0.2120 0.1656
-0.1627 0.1178 -0.0982
-0.2510 -0.1033 -0.1318
-0.4794 0.3726 0.2934
0.0409 0.2340 -0.8290
-1.2053 0.2098 -0.3829
1.0823 -0.2417 1.3160
0.9960 -0.5074 -0.7275
-0.1974 1.2846 -0.7678
-0.3057 -0.8152 1.3036
0.1379 -0.0601 0.1235
0.1134 -0.0902 -0.2393
0.0348 0.1989 0.1105
-0.4957 -0.2568 0.0513
0.9582 0.2582 -0.4666
-0.3970 -0.3807 0.1368
-0.1378 0.4571 0.6628
0.6927 -0.0439 -0.5003
-0.2241 0.2383 0.3681
-0.1755 0.0436 0.1222
0.0974 -0.0119 -0.2426
-0.0322 -0.0151 0.0178
0.0639 0.0573 -0.1096
0.0743 0.0567 -0.0658
0.1021 -0.0973 -0.2832
0.1480 -0.2387 0.0099
0.1094 -0.0316 -0.0802
-0.0807 -0.1128 0.2219
-0.1376 -0.0312 0.0364
0.1295 -0.0270 0.0195
-0.0396 0.0093 -0.0441
0.0762 -0.0149 -0.0235
-0.0728 -0.0625 -0.1576
-0.2817 -0.0044 -0.0571
-0.0639 -0.0412 0.0201
-0.0385 -0.1204 -0.1217
-0.0448 -0.0451 -0.1200
0.1393 -0.1187 0.0428
-0.0497 -0.0152 -0.1738
0.0064 -0.0742 0.0366
0.0095 0.1377 0.0215
0.0199 0.0506 0.0766
0.0239 -0.0169 0.0012
0.0062 -0.0212 0.0656
0.0269 -0.0219 0.0592
0.0009 0.0238 -0.0066
-0.0228 -0.0252 -0.0341
0.0007 -0.0254 -0.0406
0.0088 -0.0053 0.0310
0.0021 -0.0618 0.0155
0.1905 -0.0327 0.0272
-0.0657 0.0596 -0.0808
-0.1134 -0.1027 0.1393
-0.0492 -0.0437 0.0567
0.0350 0.0163 -0.0150
-0.0588 0.0355 -0.0235
-0.0593 0.0176 -0.0376
-0.0022 -0.0140 0.0178
0.0829 0.0142 -0.0202
0.0646 0.0066 -0.0397
-0.0534 0.0051 -0.0084
0.0025 0.0119 -0.0181
-0.0420 -0.0151 -0.1725
0.0321 -0.0748 0.0598
-0.0129 0.1551 0.0167
0.0153 0.1176 0.0675
-0.0196 -0.0759 0.0355
0.0031 -0.0216 0.0651
0.0270 -0.0219 0.0582
-0.0014 0.0212 -0.0053
-0.0111 -0.0377 -0.0263
-0.0091 -0.0306 -0.0530
0.0162 -0.0034 0.0305
-0.0066 -0.0116 0.0026
-0.0915 -0.0593 -0.2231
0.0293 -0.0502 0.0870
0.0269 0.1387 0.0051
0.0225 0.0896 0.0139
-0.0176 -0.0354 -0.0196
0.0199 -0.0176 0.1022
0.0466 -0.0227 0.0938
0.0026 0.0216 -0.0123
-0.0308 -0.0279 -0.0295
-0.0062 -0.0303 -0.0395
0.0149 -0.0026 0.0303
0.0003 -0.0236 0.0055

Results
SMILES string: C[C@H](Br)[C@H](Br)[C@@]1(CCC(F)=C(F)F)OC(=O)O[C@]1(C)C[C@@H](C)Br.CN(C)C=O.CN(C)C=O.CN(C)C=O.CN(C)C=O
Frontier orbital gap: 8.702 eV
E_tot: -9785.569277 Ha
Total charge: 0


| no. | strongest force on any atom (eV/A) | E_HOMO (eV) |
| --- | --- | --- |
| 1 | 10.01 | -6.354 |
| 2 | 1.72 | -8.895 |